A cluster of 4 separate species, C8H24O4 in total in a non-equilibrium geometry, computed with wB97M-V/def2-TZVPD.

Computed properties:
2S+1: 1
E, Eh: -620.05499
Energy above the lowest of the compared OMol25 structures with the same formula, charge and spin, kcal per mole: 49.7
Orbital gap, Ha: 0.3928
Charge: 0
SMILES: CCO.CCO.CCO.CCO

XYZ file:
```
36
Properties=species:S:1:pos:R:3:forces:R:3:mulliken_charge:R:1
C -1.250 -2.081 -2.241 -0.898 -0.681 0.185 -0.928
C -0.072 -2.090 -1.268 0.550 0.501 -0.427 -0.152
O 0.605 -0.857 -1.421 0.884 0.544 -0.245 -0.502
H -1.607 -1.075 -2.459 -0.048 0.207 0.611 0.278
H -2.081 -2.666 -1.848 -0.181 0.068 0.067 0.296
H -1.111 -2.456 -3.255 0.814 -0.357 0.175 0.268
H 0.662 -2.874 -1.454 -0.091 -0.038 -0.361 0.269
H -0.243 -2.145 -0.193 -1.107 -0.482 -0.021 0.210
H -0.058 -0.186 -1.241 0.104 0.299 0.004 0.265
C 4.152 1.403 -4.195 -0.219 -0.089 0.046 -1.059
C 4.728 -0.015 -4.469 -0.514 1.712 1.398 -0.220
O 3.614 -0.939 -4.392 1.334 0.292 -1.007 -0.497
H 3.934 1.582 -3.142 0.232 -0.040 0.158 0.304
H 3.185 1.505 -4.686 -0.025 -0.243 -0.250 0.323
H 4.742 2.233 -4.583 0.359 -0.146 0.167 0.346
H 5.456 -0.288 -3.706 0.023 0.025 0.257 0.214
H 5.357 0.141 -5.345 -0.888 -1.292 -0.862 0.313
H 3.213 -0.679 -3.560 -0.363 -0.232 0.127 0.272
C -4.651 1.752 0.349 -0.329 -1.243 -0.511 -0.880
C -3.313 2.235 0.789 0.530 -0.387 0.760 -0.256
O -2.399 2.303 -0.290 0.072 0.624 -0.071 -0.487
H -4.912 2.153 -0.630 -0.320 0.661 0.271 0.284
H -5.412 1.883 1.118 -0.123 0.200 -0.242 0.320
H -4.599 0.689 0.113 0.010 -0.243 0.248 0.235
H -2.813 1.555 1.479 -0.343 -0.229 0.166 0.223
H -3.450 3.147 1.371 0.406 0.543 -0.343 0.275
H -2.584 3.126 -0.749 0.133 0.026 -0.294 0.288
C 0.218 0.164 5.411 0.577 0.510 -0.248 -1.127
C 0.132 -1.393 5.269 0.690 1.615 -0.627 -0.059
O -0.437 -1.770 6.447 -1.586 -0.898 2.546 -0.522
H 0.564 0.755 4.563 -0.238 -0.525 -0.612 0.342
H 0.855 0.594 6.183 0.507 -0.997 0.423 0.320
H -0.726 0.605 5.730 -0.488 -0.549 -0.398 0.295
H 1.047 -1.978 5.184 0.603 0.726 -0.567 0.283
H -0.505 -1.655 4.424 -0.085 0.106 -0.297 0.167
H -0.240 -2.676 6.695 0.017 0.013 -0.226 0.301
```
Forces are in eV/Å.